No. 1
{"formula": "C5H14Si2", "method": "ωB97M-V/def2-TZVPD", "smiles": "C=[SiH]CCC.C=[SiH2]", "de_lowest_kcal_mol": 109.5, "homo_lumo_gap_ev": [8.4972, 8.4979], "elements": ["C", "Si", "C", "C", "C", "H", "H", "H", "H", "H", "H", "H", "H", "H", "H", "C", "Si", "H", "H", "H", "H"], "xyz": [[0.67, 1.34, -0.02], [-0.66, 1.07, -1.13], [-1.94, -0.33, -1.20], [-2.02, -0.94, 0.21], [-2.90, -0.11, 1.15], [0.67, 0.86, 0.91], [1.38, 2.26, -0.16], [-0.48, 1.63, -2.48], [-2.94, -0.18, -1.63], [-1.54, -1.05, -1.77], [-1.03, -1.34, 0.56], [-2.52, -1.94, 0.04], [-2.49, 0.83, 1.18], [-3.88, -0.09, 0.69], [-3.10, -0.48, 2.11], [3.51, 0.20, -0.61], [4.37, -0.02, 0.86], [2.57, 0.78, -0.73], [4.09, 0.22, -1.52], [5.42, -1.06, 1.36], [3.77, 0.55, 2.14]]}

No. 2
{"formula": "C5H15ClMnO6P", "method": "ωB97M-V/def2-TZVPD", "total_charge": 1, "s_squared": 8.7662, "de_lowest_kcal_mol": 257.1, "homo_lumo_gap_ev": [5.6721, 5.3814], "multiplicity": 6, "elements": ["Mn", "Cl", "C", "O", "P", "O", "O", "C", "O", "C", "H", "H", "H", "H", "H", "H", "H", "H", "H", "C", "C", "O", "O", "H", "H", "H", "H", "H", "H"], "xyz": [[-3.87, -2.40, 1.32], [-1.98, -2.08, 1.21], [0.30, 3.23, 0.45], [-0.90, 2.94, -0.23], [-1.10, 1.61, -1.18], [-2.46, 1.36, -1.71], [0.03, 1.83, -2.31], [-0.20, 2.77, -3.33], [-0.58, 0.39, -0.25], [-1.11, -0.94, -0.38], [1.06, 2.45, 0.33], [0.05, 3.38, 1.50], [0.64, 4.18, 0.06], [-0.03, 2.35, -4.32], [0.57, 3.55, -3.34], [-1.14, 3.33, -3.30], [-0.71, -1.45, 0.50], [-0.91, -1.40, -1.34], [-2.20, -0.88, -0.37], [0.84, -2.04, 1.84], [2.40, -2.27, 1.78], [2.69, -3.55, 2.09], [0.21, -2.62, 0.71], [0.61, -0.98, 1.74], [0.50, -2.39, 2.81], [2.93, -1.68, 2.53], [2.90, -2.15, 0.82], [2.19, -4.15, 1.53], [-0.72, -2.41, 0.84]]}

No. 3
{"formula": "C5H15CrIN2O2", "method": "ωB97M-V/def2-TZVPD", "s_squared": 6.0395, "de_lowest_kcal_mol": 0.0, "homo_lumo_gap_ev": [5.8898, 8.0521], "multiplicity": 5, "elements": ["C", "C", "H", "H", "H", "H", "H", "H", "Cr", "C", "H", "H", "H", "I", "C", "O", "C", "O", "N", "N", "H", "H", "H", "H", "H", "H"], "xyz": [[1.10, -0.89, -2.35], [0.69, 0.60, -2.82], [2.03, -0.91, -1.77], [1.33, -1.33, -3.33], [0.38, -1.65, -1.97], [1.30, 1.38, -2.37], [0.98, 0.59, -3.88], [-0.38, 0.90, -2.98], [-0.42, 0.00, -1.21], [-0.53, 2.06, -0.69], [0.47, 2.49, -0.83], [-0.86, 2.29, 0.33], [-1.23, 2.53, -1.39], [-2.33, -1.05, -2.42], [0.75, -0.94, 3.85], [1.37, -0.80, 2.55], [0.54, -0.56, 1.54], [0.95, -0.42, 0.37], [-0.77, -0.46, 1.83], [-1.63, -0.21, 0.69], [0.31, 0.01, 4.18], [1.59, -1.21, 4.49], [0.01, -1.76, 3.86], [-1.15, -0.40, 2.79], [-2.35, -0.96, 0.65], [-2.14, 0.67, 0.85]]}

No. 4
{"formula": "C5H15CrO9P3S2", "method": "ωB97M-V/def2-TZVPD", "total_charge": 1, "s_squared": 0.8250, "homo_lumo_gap_ev": [7.2344, 7.1780], "multiplicity": 2, "elements": ["Cr", "C", "C", "O", "P", "S", "S", "O", "C", "C", "H", "H", "H", "H", "H", "H", "H", "H", "H", "H", "O", "P", "O", "O", "O", "P", "O", "O", "O", "H", "H", "C", "H", "H", "H"], "xyz": [[0.71, -0.56, -1.26], [-3.52, 1.85, -0.69], [-3.31, 0.87, 0.57], [-1.98, 1.19, 1.35], [-0.67, 0.32, 1.16], [-0.62, -1.35, -0.07], [0.93, 1.92, -0.45], [0.15, 0.56, 2.44], [-0.20, -0.58, 3.57], [-1.72, -0.05, 3.74], [-3.93, 1.52, -1.60], [-2.42, 1.45, -1.50], [-3.09, 2.80, -0.40], [-3.41, -0.36, -0.19], [-4.17, 1.28, 0.59], [0.49, -0.13, 4.48], [-0.07, -1.38, 2.85], [-1.90, 0.73, 4.21], [-1.90, -1.10, 4.96], [-2.54, -0.73, 3.36], [1.71, -1.23, -4.70], [0.58, -1.43, -3.55], [-0.50, -2.16, -3.86], [0.79, -0.23, -3.03], [1.35, -2.41, -1.96], [3.05, -1.87, -1.82], [3.71, -1.19, -2.82], [4.14, -2.84, -1.63], [2.30, -1.08, -0.28], [2.49, -1.01, -4.84], [4.58, -0.72, -2.52], [1.94, 1.75, 0.91], [2.40, 2.56, 0.14], [2.83, 0.75, 0.96], [1.79, 2.85, 1.87]]}